This record from the Open Molecules 2025 dataset describes a structure of composition C27H31BGe2N8Ni at a distorted geometry. The level of theory is ωB97M-V/def2-TZVPD.

The geometry in XYZ format:
```
70
Properties=species:S:1:pos:R:3:forces:R:3:lowdin_spin:R:1
Ge 3.07224 1.97960 0.24197 0.1 -1.0 -0.8 0.003
Ge 1.07027 1.32080 1.39487 -1.3 0.4 -0.1 0.001
Ni 0.97312 -0.19409 -1.73696 0.8 0.4 0.1 1.692
N 0.66284 -1.28185 -0.08383 -1.6 -0.3 -0.5 0.056
N -0.11579 -2.53878 -2.41991 1.3 -1.1 -1.6 0.000
N 0.98688 -1.80607 -2.73572 0.5 -0.9 -0.7 0.085
N -0.54942 -1.90389 -0.15518 -0.9 -0.5 0.7 -0.001
N -0.78324 0.34610 -2.27407 -0.5 -1.3 0.5 0.066
N -2.75170 -4.00065 -0.81863 0.9 0.1 1.0 0.000
N -1.73809 -0.59307 -1.95640 -0.2 -0.2 -0.5 -0.001
N -2.40697 -3.03911 -1.71169 0.6 0.7 1.1 0.000
C -0.07445 1.65416 5.35269 -1.9 0.1 -0.2 0.000
C 4.58842 0.86088 0.80346 -0.7 0.6 0.4 0.001
C -0.79962 3.28993 0.52955 1.4 0.7 -1.8 0.000
C -1.38714 1.32246 -2.89517 -0.5 2.8 -0.5 0.014
C -3.13394 -3.19033 -2.83610 0.2 0.4 -0.5 0.000
C 1.12150 -1.55949 1.13129 0.9 0.7 0.4 0.010
C -1.78147 1.12679 0.87802 -0.3 0.1 -0.3 0.001
C -3.02149 1.69400 0.66266 0.4 1.1 0.1 0.000
C 0.22533 -2.27848 1.88444 -0.7 -1.1 0.6 0.002
C 1.13439 1.53092 6.01572 -0.6 -0.5 -1.7 0.000
C 0.08169 -3.80653 -2.91514 -1.1 2.1 0.8 0.005
C 1.25277 -3.84444 -3.58439 0.7 -0.5 -0.2 0.004
C 2.22359 1.12512 5.28474 1.6 -0.7 0.3 0.000
C -0.19159 1.47959 3.97538 1.0 -0.2 -0.5 0.000
C 2.67934 1.45409 -1.70659 0.5 0.8 0.7 0.020
C 0.96946 1.12572 3.24195 0.1 -0.4 0.9 0.000
C -2.76655 1.11266 -2.96083 0.0 -1.0 0.3 0.004
C 1.83555 -2.60481 -3.43096 -0.2 1.2 0.2 0.016
C 3.43778 3.85949 0.50315 0.1 -0.4 2.2 0.002
C -0.84214 -2.52497 1.01010 1.3 1.2 0.2 0.002
C -3.15034 3.06529 0.37125 0.6 -0.8 -0.4 0.001
C 2.16171 0.85456 3.93124 0.6 0.9 -0.3 0.000
C -2.04210 3.86746 0.24834 0.7 -0.7 0.7 0.000
C -0.64988 1.91998 0.72125 0.3 0.0 0.9 0.002
C -2.94216 -0.13000 -2.36695 -0.2 1.0 -0.3 0.005
C -3.66160 -4.75869 -1.38092 -0.5 0.1 -0.2 0.000
C -3.94917 -4.25380 -2.68509 -1.0 -1.0 0.1 0.000
B -1.25938 -2.02208 -1.53920 -0.8 -0.6 -0.1 0.000
H 0.12574 3.87706 0.31929 -0.8 -0.2 0.5 0.000
H -1.11359 1.62358 3.40340 0.2 0.1 0.6 0.000
H -3.59810 1.66596 -3.37417 0.5 0.3 0.0 0.001
H 5.47229 1.22656 0.30692 0.3 -0.3 -0.6 0.000
H -1.02341 1.85921 5.87339 0.7 0.1 0.0 0.000
H 4.79582 1.04430 1.85549 -0.2 -0.1 0.2 0.000
H -2.99062 -2.53145 -3.66268 -0.1 0.2 -0.4 0.000
H 3.11419 0.62244 3.41060 -0.8 -0.1 0.3 0.000
H 3.17787 0.97427 5.80090 -0.3 0.1 -0.2 0.000
H 2.73357 4.54067 0.07629 -0.4 0.4 -0.2 0.000
H 0.32775 -2.68725 2.90129 0.0 0.5 -0.8 0.001
H -3.87725 1.08711 0.75338 -1.0 -0.6 0.1 0.000
H 1.80288 1.80350 -2.25992 -0.3 0.1 0.2 0.004
H 1.61139 -4.70348 -4.09348 0.4 -0.3 -0.3 0.001
H 2.11601 -1.22585 1.33275 0.5 0.0 0.5 0.000
H -2.16292 4.89517 -0.04489 0.2 0.2 0.1 0.000
H -4.10107 -5.59319 -0.80101 0.4 0.7 -0.7 0.000
H -3.95045 -0.52452 -2.24748 0.8 -0.8 0.3 0.000
H -4.05790 3.54389 0.11515 -1.2 -0.1 0.1 0.000
H 2.79588 -2.24297 -3.81862 -0.6 -0.1 0.3 0.000
H -0.66703 -4.52560 -2.77038 -0.8 -0.9 0.1 0.000
H 2.97502 0.43746 -1.94478 0.1 -0.8 0.0 0.002
H -4.70658 -4.57340 -3.39261 0.3 -0.1 0.2 0.000
H 4.35519 -0.19125 0.65865 0.4 0.0 -0.2 0.000
H 3.61836 4.06413 1.61965 -0.5 -0.3 -1.6 0.000
H 4.39037 3.93336 0.03749 0.9 0.5 -0.6 0.000
H -1.70394 0.07828 1.13526 0.0 0.0 0.0 0.000
H 1.23202 1.65962 7.04480 0.0 0.4 1.5 0.000
H -1.76410 -3.03611 1.18860 -0.2 -0.3 -0.3 0.000
H 3.47319 1.96836 -2.23317 0.3 0.3 -0.3 0.000
H -0.87925 2.27170 -3.17845 -0.2 -1.1 0.1 0.001
```
Forces are in eV/Å.

The HOMO energy (spin up / spin down) is -0.50752 / -0.50749 hartree. The value obtained for the largest force on an atom is 0.0568 Eh/bohr. Its relative energy (zero: lowest compared OMol25 entry of this formula, charge and spin) is 0.422 eV. As for the total charge: +2. The calculation puts the frontier orbital gap (spin up / spin down) at 0.2484 / 0.2422 hartree. Its spin multiplicity is 3.